The following is a quantum chemistry calculation of a structure of composition C16H26N2O3, from the Open Molecules 2025 dataset.

Results
Net charge: 0
Frontier orbital gap, Eh: 0.3258

Geometry as XYZ:
```
47
Properties=species:S:1:pos:R:3:nbo_charge:R:1
C 3.75 -3.17 4.93 -0.566
C 3.50 -3.30 3.30 -0.385
C 2.01 -2.92 2.88 -0.438
H 2.05 -3.16 1.84 0.221
H 1.56 -3.61 3.35 0.207
C 2.00 -1.42 3.22 -0.221
N 0.77 -0.92 2.75 -0.621
C 0.49 -0.53 1.43 0.884
O 1.41 -0.07 0.82 -0.648
O -0.79 -0.29 1.07 -0.528
C -1.23 0.36 0.05 0.135
C -2.51 -0.14 -0.48 -0.459
H -2.30 -1.07 -1.04 0.234
H -3.21 0.09 0.36 0.230
C -2.99 0.83 -1.72 -0.158
H -3.81 1.57 -1.19 0.216
C -3.23 0.23 -2.99 -0.473
H -3.80 -0.73 -2.65 0.231
H -4.15 0.70 -3.64 0.240
C -2.02 0.01 -3.47 -0.214
N -1.23 1.02 -3.20 -0.446
C -0.19 1.61 -3.66 0.675
O 0.23 0.95 -4.71 -0.692
C 0.37 2.95 -3.14 -0.463
C 0.23 2.50 -1.82 -0.319
C -1.10 2.66 -1.27 -0.268
C -1.81 1.97 -2.31 -0.025
H -2.68 2.66 -2.75 0.204
C -0.96 1.99 0.24 -0.384
H -0.10 2.27 0.68 0.222
H -2.00 2.15 0.76 0.190
H -1.40 3.53 -1.11 0.210
H 0.92 1.90 -1.47 0.244
H 0.99 3.62 -1.39 0.126
H -0.17 3.67 -3.63 0.231
H 1.19 3.00 -3.61 0.239
H -2.06 -0.29 -4.77 0.217
H -1.50 -0.74 -3.05 0.213
H -0.35 0.13 -0.78 0.150
H -0.28 -1.46 3.22 0.362
H 2.69 -0.67 2.65 0.265
H 1.92 -1.08 4.50 0.208
H 4.39 -2.75 2.98 0.204
H 3.88 -4.37 3.10 0.198
H 3.71 -2.36 5.34 0.173
H 4.73 -3.59 5.04 0.196
H 3.07 -3.75 5.37 0.184
```

---

The following is a quantum chemistry calculation of a cluster of 2 separate species, C5H8O in total, from the Open Molecules 2025 dataset.

Results
Net charge: 0
Frontier orbital gap, Eh: 0.3488

Geometry as XYZ:
```
14
Properties=species:S:1:pos:R:3:nbo_charge:R:1
C -0.91 0.79 -0.54 -0.383
C -1.32 -0.27 0.42 -0.384
C 0.14 0.07 0.27 -0.276
C 1.24 -0.84 -0.18 0.304
O 2.09 -0.29 0.69 -0.458
C 1.13 0.64 1.26 -0.063
H -0.96 0.59 -1.61 0.235
H -1.08 1.83 -0.26 0.219
H -1.82 0.03 1.34 0.221
H -1.64 -1.22 0.01 0.234
H 0.54 -1.71 -2.09 0.023
H 0.15 -1.73 -2.74 -0.057
H 0.98 0.43 2.32 0.192
H 1.46 1.68 1.11 0.192
```

---

The following is a quantum chemistry calculation of a structure of composition C16H22CuN6O5STe, from the Open Molecules 2025 dataset.

Results
Spin multiplicity: 2
Net charge: -2
Expectation value of S²: 0.753
Frontier orbital gap (spin up / spin down), Eh: 0.2095 / 0.2087

Geometry as XYZ:
```
52
Properties=species:S:1:pos:R:3:lowdin_spin:R:1
Cu -1.52 1.26 -1.05 0.676
N -2.56 2.34 0.53 0.029
N -3.26 3.39 -0.08 0.001
C -3.53 3.24 -1.48 0.004
O -4.36 4.00 -1.95 0.003
O -2.86 2.34 -2.07 0.036
H -3.17 1.64 0.95 0.000
H -1.85 2.67 1.17 0.000
H -4.03 3.79 0.43 0.001
O -0.25 0.63 0.26 0.150
O 0.92 1.45 0.02 0.014
Te -2.85 -1.16 -1.13 0.028
C -2.63 -4.06 3.28 0.000
C -3.62 -2.95 3.16 0.000
C -4.42 -2.55 4.22 0.000
C -5.29 -1.50 3.96 0.000
N -5.36 -0.88 2.80 0.000
C -4.53 -1.33 1.84 0.000
S -4.64 -0.44 0.34 0.001
N -3.69 -2.35 1.97 0.001
H -2.86 -4.73 4.12 0.000
H -1.63 -3.64 3.44 0.000
H -2.59 -4.63 2.35 0.000
H -4.38 -3.03 5.19 0.000
H -5.97 -1.14 4.74 0.000
C 2.50 -1.63 0.56 0.000
C 3.32 -0.35 0.36 0.000
N 3.89 -0.22 -0.97 0.000
C 5.02 -1.08 -1.24 0.000
C 4.70 -2.14 -2.29 0.000
C 3.83 0.97 -1.71 0.000
O 4.82 1.29 -2.39 0.000
C 2.60 1.75 -1.72 0.000
C 2.64 2.98 -2.34 0.000
C 1.48 3.64 -2.74 0.002
C 0.28 2.93 -2.65 0.004
N 0.16 1.74 -2.12 0.047
C 1.26 1.19 -1.35 0.001
H 2.10 -1.66 1.57 0.000
H 3.11 -2.53 0.40 0.000
H 1.65 -1.65 -0.12 0.000
H 4.14 -0.33 1.09 0.000
H 2.68 0.50 0.56 0.000
H 5.32 -1.56 -0.30 0.000
H 5.86 -0.47 -1.59 0.000
H 3.86 -2.76 -1.97 0.000
H 5.56 -2.78 -2.49 0.000
H 4.41 -1.65 -3.22 0.000
H 3.62 3.39 -2.58 0.000
H 1.51 4.61 -3.23 0.000
H -0.63 3.34 -3.07 0.001
H 1.24 0.10 -1.46 -0.001
```

---

The following is a quantum chemistry calculation of a cluster of 3 separate species, CH4FN2O in total, from the Open Molecules 2025 dataset.

Results
Net charge: -1
Frontier orbital gap, Eh: 0.2613

Geometry as XYZ:
```
9
Properties=species:S:1:pos:R:3:nbo_charge:R:1
C -0.08 0.02 0.39 0.413
N -0.99 0.89 -0.33 -0.867
N 0.27 -1.10 -0.12 -0.242
O 0.63 -2.21 0.46 -0.731
F 1.59 1.23 0.40 -0.841
H 0.03 0.08 1.90 0.183
H -0.99 0.56 -1.38 0.356
H -0.80 1.87 -0.16 0.392
H 0.34 -1.34 -1.16 0.339
```

---

The following is a quantum chemistry calculation of a structure of composition C12H45CaN6O11, from the Open Molecules 2025 dataset.

Results
Net charge: +1
Frontier orbital gap, Eh: 0.2174

Geometry as XYZ:
```
75
Properties=species:S:1:pos:R:3:mulliken_charge:R:1
Ca 2.11 -3.55 2.12 1.406
C -0.67 -0.07 0.61 -0.083
C 0.55 -0.94 0.78 1.354
O 0.33 -2.16 1.46 -0.421
H -0.42 0.81 0.02 -0.102
H -1.07 0.35 1.54 0.066
H -1.49 -0.61 0.13 -0.067
H 1.36 -0.36 1.26 0.174
H 0.97 -1.11 -0.22 -1.009
C -3.54 2.30 2.22 -0.372
O -4.87 2.68 1.97 -0.541
H -3.43 1.38 1.64 -0.007
H -2.80 2.97 1.76 0.228
H -3.26 2.17 3.27 0.400
H -5.07 3.50 2.43 0.294
C -2.48 -1.45 -3.17 -0.127
O -2.28 -0.27 -3.92 -0.572
H -2.34 -1.37 -2.09 -0.215
H -3.53 -1.72 -3.24 0.350
H -1.80 -2.26 -3.44 0.319
H -1.53 -0.38 -4.52 0.295
C 1.32 0.29 -3.40 -0.357
O 1.40 -1.11 -3.07 -0.596
H 0.63 0.74 -2.69 -0.133
H 2.30 0.75 -3.27 0.333
H 0.98 0.46 -4.42 0.361
H 1.35 -1.11 -2.11 0.080
C -3.48 2.32 -1.58 -0.560
O -2.28 2.28 -2.34 -0.641
H -4.43 2.33 -2.11 0.381
H -3.44 1.44 -0.93 0.119
H -3.47 3.21 -0.94 0.278
H -2.25 1.44 -2.82 0.374
C 0.98 3.23 -1.35 -0.322
O -0.30 3.49 -0.81 -0.561
H 1.38 2.39 -0.77 0.031
H 0.86 2.95 -2.40 0.219
H 1.64 4.09 -1.27 0.310
H -1.01 2.89 -1.09 0.372
C 0.16 2.09 4.24 -0.420
O -0.70 1.22 4.97 -0.520
H 0.01 3.08 4.65 0.314
H 1.20 1.74 4.32 0.192
H -0.09 2.06 3.17 0.090
H -0.70 0.36 4.52 0.450
C -2.37 -1.92 3.56 -0.649
O -1.18 -1.16 3.61 -0.581
H -3.10 -1.54 4.28 0.335
H -2.84 -1.86 2.57 0.196
H -2.21 -2.97 3.84 0.255
H -0.59 -1.48 2.89 0.270
C -2.03 -3.92 -1.13 0.366
O -2.80 -4.49 -1.91 -0.638
N -2.41 -3.44 0.09 -0.235
N -0.69 -3.76 -1.39 -0.260
H -3.41 -3.50 0.21 0.193
H -1.86 -3.05 0.83 0.084
H -0.15 -3.22 -0.75 0.172
H -0.38 -3.99 -2.32 0.232
C 4.45 2.03 0.45 0.807
O 4.86 1.23 -0.39 -0.775
N 4.54 3.37 0.28 -0.425
N 3.90 1.64 1.63 -0.350
H 4.99 3.73 -0.54 0.237
H 4.38 4.01 1.04 0.172
H 3.78 0.65 1.72 0.100
H 3.63 2.29 2.34 0.165
C 4.01 -2.68 -0.86 0.602
O 3.18 -2.69 0.11 -0.507
N 4.50 -1.52 -1.30 -0.194
N 4.39 -3.79 -1.53 -0.419
H 5.23 -1.51 -2.00 0.198
H 4.34 -0.65 -0.81 0.113
H 4.27 -4.70 -1.14 0.200
H 4.79 -3.67 -2.44 0.175
```

---

Which relative energy (zero: lowest compared OMol25 entry of this formula, charge and spin) belongs to each record? In order, 18.0504; 5.2998; 0.0000; 3.2054; 0.0000 eV.